[1]
Formula: C42H105N7O14
Source: OMol25
Level of theory: ωB97M-V/def2-TZVPD

Results
calculated total energy: -3098.99805 a.u.
F_max: 3.994 eV/Å
HOMO energy (spin up / spin down): -9.19 / -9.19 eV
LUMO energy (spin up / spin down): -0.085 / -0.271 Eh
energy relative to the best compared isomer or geometry (same formula, charge and spin): 48.6 kcal per mole

Geometry as ORCA input:
```
! wB97M-V def2-TZVPD RIJCOSX def2/J DEFGRID3
* xyz 1 2
O -1.845 3.088 6.212
O -1.396 -1.274 -7.338
O 7.255 4.851 8.265
O 0.444 1.754 -2.898
O 3.152 4.027 -0.271
O 2.924 -1.017 -6.083
O 2.346 2.590 6.212
O -5.188 -9.004 -1.781
O 1.730 -3.304 -12.218
O -4.530 -5.870 1.848
O -6.349 4.573 2.657
O 0.710 -4.404 -4.798
O -1.729 -0.946 1.693
O 0.872 5.795 4.499
N 1.219 4.202 1.976
N 0.319 1.355 0.071
N -3.177 3.232 3.723
N 4.902 2.802 7.732
N 2.296 -2.500 -3.759
N -0.572 -2.591 -9.793
N -4.662 -8.639 1.285
C 2.591 -1.078 -3.756
C -3.351 -7.987 1.374
C -4.218 3.628 2.812
C 3.482 3.428 5.923
C -0.888 -0.228 -6.444
C -2.926 -1.046 2.522
C 3.708 -0.863 -7.264
C -4.805 -4.864 2.764
C 0.704 6.129 5.863
C -3.384 -6.642 2.174
C -0.953 -3.324 -8.576
C -4.496 -9.890 0.572
C -3.406 2.070 4.661
C 6.832 3.715 9.067
C 2.054 1.661 5.138
C -6.555 -9.166 -1.562
C -4.390 -9.829 -0.942
C -5.114 4.539 3.481
C 0.832 -2.446 -10.049
C 0.315 0.434 1.185
C 0.486 2.215 -4.261
C 2.584 -3.116 -13.329
C 2.930 5.136 -1.128
C -1.070 0.290 1.905
C 6.211 2.579 8.247
C 0.732 -4.358 -3.376
C -0.836 1.291 -0.820
C -0.158 4.940 3.935
C 2.301 5.169 1.814
C -0.974 2.877 7.349
C -0.671 2.232 -2.096
C -0.061 4.715 2.402
C 0.110 -5.574 -5.315
C -0.620 -2.380 -7.374
C 7.875 5.974 9.044
C 3.518 -0.773 -4.848
C 4.824 2.736 6.250
C 3.524 4.402 1.069
C 1.298 -2.186 -11.417
C -6.338 5.340 1.490
C -2.065 1.833 5.492
C 1.198 -2.943 -2.955
H 2.195 -3.019 -4.619
H 1.312 -1.730 -9.382
H -6.164 6.324 1.925
H -0.839 4.005 2.122
H 6.050 1.869 9.058
H 1.618 -2.867 -1.952
H -2.563 -5.951 1.981
H 1.328 1.746 -4.772
H -3.718 -10.488 1.046
H -4.382 -3.901 2.480
H 0.569 5.228 6.462
H -5.379 4.244 4.496
H 4.321 5.126 0.898
H 1.471 6.783 6.278
H -0.852 3.819 7.883
H -7.367 5.361 1.130
H -5.361 -8.055 0.849
H -1.775 0.332 -6.147
H -5.421 -10.424 0.791
H -0.686 3.290 -1.836
H 2.925 -0.776 -2.764
H 1.989 2.090 4.138
H -0.148 6.803 5.948
H -0.145 3.977 4.445
H 4.358 -1.467 -4.867
H 2.546 5.535 2.811
H -1.687 1.696 -0.272
H 3.908 0.242 -4.774
H 0.456 -6.489 -4.834
H 6.938 2.025 7.651
H 5.650 3.395 5.980
H 1.988 6.002 1.185
H 3.568 -2.748 -13.036
H -4.741 2.806 2.323
H 7.663 3.425 9.709
H 2.079 5.786 -0.921
H 0.532 -1.614 -11.941
H 1.102 1.215 -0.551
H 4.860 1.735 5.821
H 1.495 -5.007 -2.945
H -1.360 2.106 8.016
H -1.782 1.090 1.702
H 3.275 3.626 4.872
H -2.774 -8.706 1.956
H 2.179 -2.446 -14.087
H 6.106 3.995 9.830
H -2.196 1.041 6.230
H -0.460 -0.714 -5.567
H 8.399 6.539 8.272
H 2.128 -1.512 -11.209
H 0.054 2.608 7.108
H 1.646 -0.554 -3.897
H -4.270 2.252 5.300
H -2.030 -3.487 -8.603
H -3.295 -2.070 2.579
H 4.209 0.104 -7.314
H -6.831 -9.172 -0.508
H -4.495 5.420 3.647
H 4.415 -1.682 -7.125
H -6.849 -10.134 -1.969
H -1.170 5.345 3.920
H 0.455 -2.148 -3.009
H -3.405 -9.387 -1.092
H -3.650 -0.458 1.958
H 3.362 4.350 6.492
H 1.101 0.763 1.864
H 3.697 3.550 1.728
H 2.655 0.766 5.301
H -7.177 -8.462 -2.115
H -4.368 -10.867 -1.274
H 2.704 4.772 -2.130
H 0.410 -2.111 -7.140
H -3.132 -7.661 0.358
H 4.459 3.679 7.965
H -1.124 -1.748 -9.850
H -0.241 -4.507 -2.909
H -0.869 0.290 2.976
H 2.786 -3.948 -14.003
H 1.242 -3.418 -9.774
H -5.886 -4.860 2.624
H 8.689 5.607 9.669
H 0.415 -5.643 -6.360
H -2.666 3.973 4.180
H -0.375 1.901 -4.851
H -1.274 1.601 4.779
H -0.200 5.665 1.884
H -2.926 -0.689 3.552
H 3.151 -0.940 -8.198
H -0.858 -2.949 -6.475
H 0.544 3.283 -4.469
H 0.968 3.641 1.174
H -3.669 1.157 4.127
H 7.220 6.620 9.627
H -0.356 -4.225 -8.436
H 1.014 1.379 5.298
H -4.486 -5.258 3.729
H -3.516 -6.922 3.219
H -0.125 0.335 -6.981
H -1.048 0.265 -1.121
H -0.961 -5.372 -5.302
H -1.655 2.275 -2.563
H -3.723 4.179 2.011
H 0.524 -0.552 0.772
H 3.792 5.800 -1.198
H -5.642 4.945 0.751
*
```


[2]
Formula: C41H97BrN4O16P2S10
Source: OMol25
Level of theory: ωB97M-V/def2-TZVPD

Results
calculated total energy: -10281.29254 a.u.
F_max: 3.307 eV/Å
HOMO energy: -7.46 eV
LUMO energy: 0.010 Eh

Geometry as ORCA input:
```
! wB97M-V def2-TZVPD RIJCOSX def2/J DEFGRID3
* xyz 0 1
Br 1.257 -0.561 3.243
S 2.810 2.949 -4.413
S 7.602 3.950 -1.448
S -5.207 3.831 -4.238
S 4.701 -6.409 8.578
S 1.931 8.856 -8.619
S -2.900 8.411 -6.791
S -3.417 -4.682 2.092
S 1.199 -3.419 5.647
S -0.838 -6.434 9.945
S -8.744 -6.028 3.739
P 0.969 2.952 -0.858
P 2.720 0.912 0.337
O 6.471 2.986 -1.493
O 0.683 -1.470 0.418
O -0.483 3.237 -1.007
O -3.066 0.848 1.612
O -4.027 7.461 -7.012
O -4.582 2.514 -4.532
O -1.750 -6.568 11.109
O -7.554 -6.666 4.361
O -0.214 -3.420 5.171
O 2.412 5.409 -3.465
O 3.291 -6.395 8.091
O 1.112 -4.250 -4.239
O 0.024 0.624 -0.393
O -3.731 -3.668 1.047
O 0.898 9.134 -7.582
O 3.600 -0.487 0.048
N 4.367 6.111 -2.817
N 0.514 -0.449 -2.672
N 4.528 4.837 -3.342
N -1.164 -4.410 -4.125
C -2.870 -3.792 3.557
C -4.979 -5.242 2.782
C 9.116 2.987 -1.320
C -9.015 -4.464 4.585
C 2.857 0.473 -2.969
C 4.726 -5.561 10.163
C 1.485 -3.561 1.218
C 0.189 -2.942 -2.457
C -0.366 -0.185 -3.806
C 7.879 4.523 -3.128
C -4.734 4.955 -5.553
C 3.696 1.709 -3.391
C -0.722 2.187 3.583
C 3.400 9.791 -8.171
C 1.283 1.075 -0.833
C -2.459 9.100 -8.390
C 1.447 0.660 -2.384
C -1.630 -0.762 0.388
C -6.944 3.713 -4.694
C 3.967 2.232 -0.070
C 3.357 4.474 -3.703
C 0.574 -7.511 10.251
C 3.138 6.414 -2.897
C -1.410 7.433 -6.589
C 1.153 -1.751 -2.744
C -1.338 2.217 -4.134
C 1.229 -2.569 7.232
C -0.130 -0.331 0.606
C -1.529 -7.408 8.601
C -0.073 1.730 2.237
C 0.104 -3.888 -3.667
C 1.543 -5.052 6.305
C 5.023 -8.050 9.237
C 0.226 -2.691 0.963
C -4.085 0.260 0.549
C -0.147 0.200 2.106
C 0.330 0.109 -5.157
C -1.507 0.840 -3.487
C -10.200 -6.854 4.399
C -2.483 0.544 0.417
C 2.619 7.234 -8.259
H 0.947 2.120 2.226
H 2.938 7.191 -7.217
H 0.999 1.486 -2.961
H 1.532 -5.761 5.478
H -0.916 -1.123 -3.996
H -1.558 9.705 -8.284
H -7.428 3.016 -4.012
H -0.544 8.093 -6.547
H 9.129 2.502 -0.346
H -0.814 -2.593 -2.199
H -3.283 9.725 -8.729
H -4.875 0.790 1.099
H 2.029 -1.883 -2.105
H 1.515 -1.910 -3.777
H -7.410 4.694 -4.603
H 2.729 -0.064 -3.921
H 3.463 7.043 -8.922
H -4.201 0.968 -0.346
H 3.175 10.849 -8.284
H 7.983 3.668 -3.796
H -1.612 0.870 -2.398
H -1.430 2.202 -5.226
H -0.673 2.215 1.455
H -5.514 -5.796 2.014
H -2.072 -1.273 1.243
H -9.049 -4.627 5.662
H -1.738 -8.420 8.949
H 1.217 -7.537 9.369
H 2.290 -3.306 0.520
H -1.082 -0.074 2.597
H 0.996 -1.520 7.058
H 1.844 6.490 -8.435
H -0.236 -2.578 1.952
H 5.716 -5.655 10.608
H -5.267 5.897 -5.441
H -2.455 -6.934 8.281
H 1.401 3.478 0.383
H -1.801 -1.221 -0.586
H 4.505 -4.510 9.989
H 0.781 -5.330 7.033
H 2.521 -5.058 6.769
H -0.548 1.467 4.385
H 3.668 9.583 -7.135
H 4.482 1.309 -4.043
H 3.635 2.953 -0.824
H 7.019 5.118 -3.426
H -3.664 5.137 -5.478
H 4.206 2.768 0.854
H -0.433 0.118 -5.945
H -1.491 6.877 -5.655
H 8.779 5.139 -3.156
H 9.977 3.651 -1.406
H 0.637 -3.563 -1.671
H 4.219 9.519 -8.837
H 3.026 -1.159 -0.344
H -11.096 -6.335 4.059
H -5.573 -4.383 3.093
H 3.971 -5.989 10.823
H 9.141 2.231 -2.105
H -4.790 -5.896 3.633
H -1.797 2.297 3.388
H 3.533 -0.177 -2.401
H -3.604 -3.028 3.817
H -0.364 3.194 3.822
H 1.136 -7.110 11.093
H -9.950 -4.022 4.238
H 5.011 -8.756 8.409
H -2.185 1.374 -0.234
H -1.311 6.733 -7.421
H 2.225 -2.654 7.669
H -0.440 -3.286 0.325
H -10.208 -7.876 4.025
H -2.185 2.848 -3.792
H 4.906 1.797 -0.425
H -1.482 -5.139 -3.495
H -10.157 -6.864 5.488
H -1.866 -3.685 -4.229
H 0.484 -3.005 7.899
H -7.033 3.345 -5.717
H 4.250 -8.317 9.957
H -2.743 -4.492 4.382
H 2.677 7.330 -2.561
H -2.292 8.293 -9.105
H 0.821 1.091 -5.182
H 0.224 -8.515 10.493
H 1.091 -0.634 -5.428
H 6.004 -8.064 9.712
H -2.450 0.432 -3.874
H 1.629 3.528 -1.962
H -0.433 2.759 -3.835
H -1.914 -3.321 3.339
H -8.188 -3.799 4.342
H -4.959 4.509 -6.522
H -0.825 -7.431 7.769
H 4.237 2.227 -2.595
H 1.251 -4.628 1.260
H 1.855 -3.281 2.214
*
```


[3]
Formula: C48H35N3O6P2ReS8
Source: OMol25
Level of theory: ωB97M-V/def2-TZVPD

Results
calculated total energy: -6412.52016 a.u.
F_max: 1.092 eV/Å
HOMO energy (spin up / spin down): -1.98 / -1.66 eV
LUMO energy (spin up / spin down): 0.127 / 0.127 Eh
energy relative to the best compared isomer or geometry (same formula, charge and spin): 13.5 kcal per mole

Geometry as ORCA input:
```
! wB97M-V def2-TZVPD RIJCOSX def2/J DEFGRID3
* xyz -2 2
Re 1.039 0.443 -0.397
S 3.343 1.276 0.394
S 5.110 -0.342 -2.115
S 0.251 3.797 -0.749
S 1.594 4.192 1.625
S 1.899 0.920 -2.674
S 5.735 4.867 -4.653
S 5.994 2.308 -3.147
S 3.399 3.375 -3.533
P -0.904 -0.224 -1.921
P 0.495 -0.030 1.882
O 0.543 4.024 -2.133
O 1.694 4.147 -0.060
O -0.023 2.387 -0.361
O -0.715 4.672 -0.123
O -2.121 -0.792 0.613
O 3.365 -3.286 -0.801
N 6.139 1.960 2.528
N 4.222 4.967 3.955
N 1.985 -1.366 -0.473
C -0.033 3.513 4.809
C 5.074 3.580 -3.828
C -2.780 -1.540 -0.299
C 0.580 -2.058 -3.310
C -3.880 2.594 -2.187
C -0.720 -0.640 -4.750
C 3.015 -0.851 2.888
C -0.614 2.277 2.832
C 3.671 -3.150 3.159
C -3.174 1.437 -1.894
C -0.848 3.333 3.697
C 4.622 -1.288 -3.576
C 3.767 4.333 3.106
C -2.096 -1.860 4.563
C 1.070 -2.739 -4.414
C 3.431 1.766 -2.827
C -4.433 -3.101 -0.949
C 1.208 1.535 4.207
C -4.374 -2.283 1.498
C -3.177 -2.236 3.772
C 0.673 -2.364 -5.693
C -5.013 -3.609 1.914
C -0.313 -0.999 -3.472
C -1.025 -0.845 2.644
C -1.028 -1.182 3.997
C -2.141 -1.192 1.915
C 2.388 -3.547 2.807
C 3.750 2.428 1.584
C -2.286 -1.430 -1.590
C -3.950 -3.047 -2.247
C 3.982 -1.800 3.197
C -2.887 -2.209 -2.568
C 5.086 2.177 2.119
C 1.720 -1.234 2.551
C -3.214 -1.919 2.422
C 3.137 3.551 2.073
C -5.435 -1.167 1.578
C -3.852 -2.346 0.063
C 1.424 -2.598 2.505
C -1.377 2.167 -3.307
C -0.222 -1.317 -5.859
C 0.996 2.617 5.059
C -2.086 3.326 -3.599
C 4.675 1.273 -2.654
C -3.333 3.545 -3.038
C 0.414 1.364 3.081
C 2.675 -2.304 -0.639
C -1.913 1.212 -2.448
H -1.215 2.170 1.934
H -1.422 0.171 -4.890
H -0.189 4.358 5.469
H -5.003 -0.206 1.287
H -5.835 -3.870 1.245
H -0.381 2.029 -3.712
H -4.409 -3.657 -3.016
H -3.613 0.707 -1.225
H -1.638 4.068 -4.247
H 4.763 -2.337 -3.312
H -0.165 -0.930 4.602
H 1.064 -2.884 -6.560
H -5.279 -3.740 -0.731
H 2.142 -4.601 2.751
H 4.987 -1.474 3.438
H 3.290 0.192 2.874
H 1.640 2.757 5.919
H -4.857 2.753 -1.747
H -1.649 4.032 3.484
H -2.085 -2.112 5.616
H 0.434 -2.923 2.208
H 2.002 0.836 4.430
H 4.431 -3.891 3.378
H -0.533 -1.021 -6.853
H -3.871 4.462 -3.247
H -5.432 -3.539 2.918
H -3.994 -2.785 4.223
H 0.915 -2.319 -2.314
H -4.281 -4.419 1.895
H 5.240 -1.024 -4.434
H -5.812 -1.077 2.600
H -6.269 -1.385 0.905
H 1.776 -3.548 -4.272
H 3.568 -1.098 -3.780
H -2.521 -2.162 -3.585
*
```


[4]
Formula: C3H6Br2Si
Source: OMol25
Level of theory: ωB97M-V/def2-TZVPD

Results
calculated total energy: -5555.43056 a.u.
F_max: 3.122 eV/Å
HOMO energy: -8.22 eV
LUMO energy: -0.014 Eh
energy relative to the best compared isomer or geometry (same formula, charge and spin): 40.2 kcal per mole

Geometry as ORCA input:
```
! wB97M-V def2-TZVPD RIJCOSX def2/J DEFGRID3
* xyz 0 1
Br -2.689 -3.394 -0.735
Br -0.302 -2.600 -3.306
Si -0.761 -2.368 -1.151
C -0.351 0.413 0.604
C 0.948 0.720 0.562
C -1.173 0.185 -0.554
H -0.828 0.614 -1.484
H -0.833 0.295 1.567
H 1.526 0.879 1.457
H -2.241 0.182 -0.420
H 0.290 -2.965 -0.357
H 1.482 0.814 -0.371
*
```